88
Properties=species:S:1:pos:R:3:forces:R:3 method="wB97M-V/def2-TZVPD" mol_weight_g_mol=889.72 total_energy_ha=-5380.91141 relative_energy_kj_mol=0.0 orbital_gap_ev="5.4 / 5.5" s2=8.79 spin_multiplicity=6 homo_ha="-0.1969 / -0.2923" fmax_ev_per_a=0.69
Ru -0.585635 -0.176241 -0.247087 0.2 -0.4 -0.4
C 1.354282 -0.970753 -2.699533 -0.1 -0.1 0.1
P -0.498952 -0.940980 -2.712039 0.4 0.2 -0.3
C -1.014613 0.342187 -3.878623 -0.1 0.0 0.1
C -0.127516 1.061334 -4.672813 0.0 0.0 0.0
C -0.592241 2.100716 -5.468547 0.0 0.0 0.0
C -1.938905 2.432754 -5.468657 0.0 0.0 0.0
C -2.828802 1.725733 -4.669442 0.0 0.0 0.0
C -2.366705 0.688694 -3.875068 0.0 0.0 -0.1
C -0.885222 -2.526069 -3.523933 -0.2 -0.1 0.2
C -1.465571 -2.606776 -4.787326 0.0 0.0 0.0
C -1.739192 -3.847806 -5.349018 0.0 0.1 0.0
C -1.442432 -5.011687 -4.655496 0.0 0.0 0.0
C -0.870018 -4.936441 -3.392504 0.0 0.0 0.0
C -0.601813 -3.700760 -2.822807 0.0 0.0 0.0
C 1.729000 -1.703377 -1.448462 0.0 -0.1 0.1
C 2.637081 -2.686053 -1.168138 0.1 -0.1 0.0
C 2.440313 -3.073403 0.200276 0.2 -0.1 0.0
C 1.425627 -2.300980 0.689231 -0.2 0.0 -0.1
C 0.626330 -2.304837 1.957999 0.0 0.1 -0.1
P -1.047831 -1.861117 1.365726 -0.1 -0.1 0.5
C -2.114629 -1.574833 2.802896 0.0 0.0 0.0
C -1.720071 -1.896370 4.095892 0.0 0.0 0.1
C -2.574161 -1.656446 5.166868 0.1 0.0 0.0
C -3.830182 -1.113318 4.946412 0.0 0.0 0.0
C -4.228650 -0.787994 3.655379 0.0 0.0 0.0
C -3.367863 -1.004231 2.590238 -0.1 0.0 0.0
C -1.702089 -3.379536 0.608799 -0.2 0.1 -0.1
C -1.085167 -4.620095 0.710949 0.1 -0.1 0.0
C -1.679446 -5.740021 0.142700 0.0 0.0 0.0
C -2.888491 -5.629216 -0.527347 0.0 0.0 0.0
C -3.497259 -4.388202 -0.654284 0.0 0.0 0.0
C -2.901691 -3.268814 -0.095007 0.0 0.0 -0.1
N 0.987335 -1.453505 -0.309823 -0.1 0.1 0.0
H 1.686969 0.067810 -2.657658 0.1 0.0 0.0
H 1.755700 -1.453529 -3.588516 0.0 0.0 0.0
H 0.929727 0.830694 -4.658518 0.0 0.0 0.0
H 0.105490 2.660983 -6.078187 0.0 0.0 0.0
H -2.294656 3.250924 -6.082223 0.0 0.0 0.0
H -3.876147 2.000201 -4.647124 0.0 0.0 0.0
H -3.052249 0.158622 -3.222521 0.0 0.0 0.0
H -1.693997 -1.702132 -5.336061 0.0 0.0 0.0
H -2.183445 -3.902061 -6.335519 0.0 0.0 0.0
H -1.657447 -5.976005 -5.099249 0.0 0.0 0.0
H -0.642155 -5.841311 -2.842326 0.0 0.0 0.0
H -0.156912 -3.646242 -1.835413 0.0 0.0 0.0
H 3.354170 -3.101056 -1.860668 0.0 0.0 0.1
H 2.992461 -3.823055 0.748953 0.0 0.0 -0.1
H 0.949179 -1.540993 2.669943 0.0 0.0 0.0
H 0.648125 -3.269992 2.460930 0.0 0.0 0.0
H -0.742651 -2.327984 4.275547 0.0 0.0 0.0
H -2.259165 -1.902341 6.173091 0.0 0.0 0.0
H -4.498691 -0.941476 5.781505 0.0 0.0 0.0
H -5.206515 -0.355797 3.482389 0.0 0.0 0.0
H -3.657342 -0.703429 1.588814 0.0 0.0 0.0
H -0.129845 -4.725099 1.206966 0.0 0.0 0.0
H -1.188523 -6.702411 0.218554 0.0 0.0 0.0
H -3.351164 -6.508235 -0.958865 0.0 0.0 0.0
H -4.426972 -4.291987 -1.199789 0.0 0.0 0.0
H -3.358648 -2.293467 -0.225591 0.0 0.0 0.0
O -0.827286 2.077839 6.189811 0.0 0.1 0.1
C -0.725001 1.843713 4.866601 0.0 0.0 0.0
C -1.801095 1.930488 3.994239 -0.1 0.0 -0.1
C -1.592301 1.610440 2.669208 -0.1 0.0 -0.1
N -0.414322 1.224732 2.172622 0.2 0.1 0.1
C 0.607297 1.231509 3.010217 0.0 -0.1 0.1
Br 2.312577 0.829003 2.292253 0.0 0.0 0.0
C 0.522598 1.510646 4.362269 0.1 0.0 0.0
H -1.734132 2.317777 6.411387 0.0 0.0 0.0
H -2.782943 2.231134 4.340670 0.0 0.0 0.0
H -2.403388 1.655369 1.951235 0.0 0.0 0.0
H 1.390543 1.485856 5.004631 0.0 0.0 0.0
N 1.143981 2.365518 -1.191726 -0.1 -0.1 0.1
C 0.525739 1.482300 -0.767921 0.2 0.3 -0.2
N -5.716276 7.417835 -3.512603 0.1 -0.2 0.1
C -5.237237 6.448959 -3.088209 -0.1 0.1 -0.1
C -4.660171 5.277125 -2.577129 0.1 -0.1 0.0
C -3.212288 5.147127 -2.501248 -0.3 0.1 -0.1
C -2.658939 4.047547 -1.975506 -0.2 -0.2 0.2
C -3.512256 2.940676 -1.479294 0.0 0.3 -0.2
C -4.972415 3.074105 -1.603522 0.4 -0.2 0.0
C -5.512091 4.182872 -2.113812 0.0 0.4 -0.2
C -2.904213 1.848262 -0.968105 0.0 -0.4 0.5
C -2.242565 0.884521 -0.515642 -0.4 0.3 -0.2
H -2.590251 5.952607 -2.868455 -0.1 0.0 0.0
H -1.582728 3.938736 -1.902682 -0.1 -0.1 0.0
H -5.602265 2.259325 -1.271470 0.0 0.0 0.0
H -6.585918 4.284590 -2.194375 0.0 0.1 0.0